Entry 1:
47
Properties=species:S:1:pos:R:3 method="wB97M-V/def2-TZVPD" largest_force_ha_per_bohr=0.0206 e_homo_ev=-8.22 smiles="CCOc1ccc(N([C@H](C)C(=O)NCc2ccco2)S(C)(=O)=O)cc1" e_above_lowest_kcal_mol=49.92 orbital_gap_ha=0.331 e_lumo_ev=0.79
C -6.157 -4.772 -0.829
C -4.746 -4.398 -0.403
O -4.392 -3.212 -1.088
C -3.161 -2.673 -0.880
C -2.193 -3.187 -0.023
C -0.966 -2.557 0.098
C -0.687 -1.401 -0.618
N 0.574 -0.795 -0.450
C 1.241 -0.122 -1.555
C 2.661 -0.666 -1.679
C 1.115 1.393 -1.354
O 0.010 1.889 -1.211
N 2.242 2.126 -1.420
C 2.214 3.520 -0.997
C 2.269 3.618 0.492
C 1.294 3.841 1.418
C 1.917 3.716 2.683
C 3.219 3.421 2.427
O 3.443 3.363 1.108
S 0.882 -0.208 1.086
C -0.561 0.777 1.547
O 0.966 -1.314 1.992
O 2.037 0.639 0.983
C -1.665 -0.870 -1.456
C -2.881 -1.505 -1.592
H -6.468 -5.681 -0.322
H -6.845 -3.969 -0.577
H -6.190 -4.931 -1.903
H -4.045 -5.205 -0.659
H -4.709 -4.232 0.683
H -2.376 -4.081 0.551
H -0.217 -2.948 0.767
H 0.684 -0.366 -2.468
H 3.216 -0.469 -0.765
H 2.611 -1.743 -1.816
H 3.168 -0.229 -2.536
H 3.112 1.646 -1.244
H 3.067 4.027 -1.454
H 1.279 3.953 -1.354
H 0.267 4.067 1.219
H 1.458 3.830 3.644
H 4.053 3.237 3.075
H -0.770 1.462 0.735
H -1.384 0.096 1.719
H -0.298 1.311 2.450
H -1.480 0.053 -1.984
H -3.643 -1.105 -2.241

=====

Entry 2:
51
Properties=species:S:1:pos:R:3 method="wB97M-V/def2-TZVPD" largest_force_ha_per_bohr=0.0253 e_homo_ev=-15.66 e_above_lowest_kcal_mol=43.53 total_charge=+2 orbital_gap_ha=0.289 e_lumo_ev=-7.81
Ta -0.079 0.428 0.996
C -0.133 0.681 4.071
C -1.472 0.617 4.312
C -2.131 1.389 3.309
C -1.200 1.947 2.444
C 0.129 1.486 2.870
H 0.632 0.182 4.652
H -1.962 0.074 5.106
H -3.200 1.547 3.258
H -1.402 2.802 1.814
H 0.967 2.179 2.848
N 1.152 -1.214 2.075
C 0.373 -2.301 2.766
C -0.558 -3.048 1.815
C -1.287 -2.112 0.878
O -1.572 -2.314 -0.267
O -1.485 -0.880 1.438
H 1.769 -1.637 1.383
H 1.773 -0.799 2.767
H -0.208 -1.819 3.546
H 1.071 -2.994 3.235
H -1.282 -3.610 2.407
H -0.030 -3.775 1.195
O -0.599 4.640 -3.247
C -1.768 4.047 -3.031
O -2.780 4.375 -3.570
C -1.799 2.904 -2.055
C -2.933 2.124 -1.833
N -2.625 1.212 -0.909
N -1.355 1.345 -0.505
C -0.851 2.376 -1.192
C 0.582 2.658 -0.860
O 1.346 3.317 -1.492
O 0.891 1.959 0.253
H 0.140 4.268 -2.736
H -3.910 2.185 -2.288
H -3.202 0.464 -0.547
O 0.923 -0.586 -0.470
S 0.648 -1.077 -1.950
C 1.256 -2.778 -1.986
C 2.724 -2.714 -2.395
C 2.793 -1.619 -3.455
C 2.080 -0.410 -2.852
H 0.633 -3.276 -2.732
H 1.033 -3.219 -1.015
H 3.055 -3.681 -2.772
H 3.348 -2.458 -1.537
H 2.286 -1.941 -4.367
H 3.812 -1.350 -3.727
H 1.730 0.331 -3.568
H 2.680 0.076 -2.080

=====

Entry 3:
45
Properties=species:S:1:pos:R:3 method="wB97M-V/def2-TZVPD" largest_force_ha_per_bohr=0.0137 e_homo_ev=-8.76 smiles="CCCC(=O)Nc1ccc(C(=O)NCCCn2ccnc2)cc1" e_above_lowest_kcal_mol=4.10 orbital_gap_ha=0.342 e_lumo_ev=0.56
C -5.801 -2.078 1.434
C -5.869 -1.924 -0.080
C -6.004 -0.453 -0.492
C -4.805 0.369 -0.048
O -4.856 1.188 0.838
N -3.676 0.066 -0.760
C -2.388 0.584 -0.631
C -2.055 1.573 0.292
C -0.758 2.038 0.355
C 0.237 1.529 -0.476
C 1.610 2.090 -0.339
O 1.825 3.203 0.102
N 2.614 1.266 -0.735
C 4.000 1.651 -0.609
C 4.509 1.575 0.837
C 4.209 0.224 1.498
N 4.594 -0.884 0.667
C 5.860 -1.208 0.268
C 5.732 -2.278 -0.571
N 4.422 -2.614 -0.696
C 3.772 -1.765 0.051
C -0.103 0.549 -1.405
C -1.400 0.085 -1.482
H -4.944 -1.542 1.836
H -6.698 -1.676 1.897
H -5.712 -3.127 1.706
H -4.974 -2.360 -0.530
H -6.732 -2.474 -0.464
H -6.889 -0.025 -0.021
H -6.116 -0.377 -1.577
H -3.774 -0.634 -1.482
H -2.814 1.970 0.944
H -0.491 2.813 1.057
H 2.415 0.311 -0.980
H 4.593 1.004 -1.259
H 4.094 2.686 -0.952
H 4.024 2.357 1.422
H 5.583 1.763 0.832
H 3.136 0.137 1.691
H 4.736 0.163 2.456
H 6.721 -0.670 0.609
H 6.493 -2.826 -1.088
H 2.708 -1.768 0.195
H 0.630 0.161 -2.098
H -1.656 -0.670 -2.212

=====

Entry 4:
44
Properties=species:S:1:pos:R:3 method="wB97M-V/def2-TZVPD" largest_force_ha_per_bohr=0.3419 e_homo_ev=-6.37 smiles=CCn1c(SCCC(C)C)nnc1-c1c[nH]c2ccccc12 e_above_lowest_kcal_mol=348.89 orbital_gap_ha=0.256 e_lumo_ev=0.59
C 3.659 1.090 0.910
C 2.672 0.318 1.011
N 1.502 0.383 0.232
C 1.378 -0.183 -0.968
S 2.338 -1.005 -1.799
C 1.619 -1.447 -3.299
C 0.743 -2.923 -3.324
C -0.242 -3.159 -2.246
C -1.391 -2.322 -2.557
C -0.630 -4.721 -2.088
N 0.079 0.449 -1.666
N -0.504 1.169 -0.739
C 0.301 1.238 0.460
C -0.232 1.810 1.557
C 0.678 2.347 2.479
N 0.140 3.163 3.549
C -1.419 2.972 3.208
C -2.446 3.619 3.705
C -3.608 3.237 3.207
C -3.610 2.719 2.032
C -2.569 2.097 1.368
C -1.543 2.409 1.954
H 3.305 2.251 1.055
H 4.349 1.004 1.568
H 4.046 1.065 -0.178
H 2.254 0.122 2.069
H 3.000 -0.888 0.868
H 2.203 -1.435 -3.985
H 0.649 -1.039 -3.362
H 0.527 -3.270 -4.228
H 1.775 -3.629 -3.062
H 0.211 -3.022 -1.271
H -1.300 -1.328 -2.366
H -1.693 -2.603 -3.437
H -2.095 -2.664 -1.709
H -0.865 -4.894 -3.143
H -1.155 -5.056 -1.121
H 0.445 -5.266 -1.895
H 1.632 2.434 2.558
H 0.319 3.281 4.480
H -2.495 3.981 4.755
H -4.610 3.546 3.616
H -4.701 2.614 1.371
H -2.715 1.537 0.430